{"formula": "AgBe3Cl12", "method": "ωB97M-V/def2-TZVPD", "charge": -5, "gap_ev": 2.01, "total_energy_ha": -5713.38969, "e_lumo_ev": 6.89, "homo_ev": 4.87, "species": ["Ag", "Cl", "Cl", "Cl", "Cl", "Cl", "Cl", "Cl", "Cl", "Cl", "Cl", "Cl", "Cl", "Be", "Be", "Be"], "positions_angstrom": [[6.272, -4.537, 2.212], [4.237, 2.200, -6.108], [-6.041, 1.517, 1.069], [-2.765, -4.316, 1.823], [-0.706, 2.981, -3.251], [-4.406, -1.511, 2.894], [4.662, -1.397, -2.637], [1.462, 0.715, -2.997], [-1.939, 1.095, 5.259], [0.019, -1.915, 0.961], [5.486, 2.870, -0.869], [-1.926, 2.069, 2.072], [-0.782, 4.005, -0.885], [-5.047, -0.320, 1.903], [-1.378, -3.145, 1.869], [2.851, -0.310, -3.314]], "atomic_forces_ev_per_a": [[0.2, -0.4, 0.2], [-0.1, -0.2, -0.4], [0.9, -2.7, 1.0], [-0.1, -0.4, 0.2], [-0.3, 1.3, 1.9], [0.9, -2.3, 1.7], [-2.6, 1.1, -1.3], [-0.6, 0.0, -0.2], [-0.3, -0.3, 0.6], [-2.2, -2.1, 1.6], [0.3, 0.3, 0.2], [-0.2, 0.2, -0.6], [-0.3, -1.4, -1.7], [-1.7, 5.5, -2.5], [2.3, 2.4, -1.9], [3.6, -1.1, 1.3]], "lowdin_charge": [-0.97, -0.93, -0.22, 0.12, -0.24, 0.29, -0.20, 0.21, -0.89, 0.01, -0.97, -0.57, -0.13, -0.18, -0.18, -0.15]}